The following is a DFT calculation (ωB97M-V/def2-TZVPD) of 2 unconnected molecules or ions with the total composition CH2F2NO2S at a distorted geometry.

Computed properties:
Strongest force on any atom in Eh/bohr: 0.0892
M in g/mol: 130.09
Charge: -1
Relative energy (zero: lowest compared OMol25 entry of this formula, charge and spin) in kcal/mol: 67.19
E in hartree: -842.4099

Each line ends with the Mulliken charge.
Positions of all 9 atoms, in Å:
1 C -0.934 0.703 1.458  0.191
2 N -0.509 0.901 0.206  -0.389
3 O 0.755 -1.084 -3.154  -0.543
4 O 0.803 -1.999 -0.885  -0.447
5 F 0.236 0.888 2.302  -0.300
6 F -1.419 -0.556 1.814  -0.200
7 S 1.021 -0.894 -1.736  0.312
8 H -0.273 1.887 0.042  0.240
9 H 0.321 0.154 -0.047  0.136

Forces on the atoms, in the same order (eV/Å):
1.0764 -0.2723 2.2095
0.5475 -1.4905 -1.8290
-0.6680 -0.1850 -1.1696
-0.8498 -3.7368 2.5203
-1.0329 -0.3364 0.6213
0.6667 1.3862 -0.8738
2.0867 3.5545 -1.4745
0.0927 -0.9980 0.0726
-1.9193 2.0781 -0.0769

=====

The following is a DFT calculation (ωB97M-V/def2-TZVPD) of a molecular structure, C18H21Cl5CuN5O3.

Computed properties:
Strongest force on any atom in Eh/bohr: 0.0168
M in g/mol: 596.21
Charge: +1
<S²>: 0.754
E in hartree: -5139.2687
Multiplicity: 2

Each line ends with the Mulliken charge.
Positions of all 53 atoms, in Å:
1 Cu 0.198 0.248 -0.112  -0.182
2 C -4.837 1.563 -0.382  -0.968
3 N -3.530 1.514 -0.991  0.106
4 C -3.296 2.550 -1.979  -1.047
5 C -2.529 0.709 -0.649  1.381
6 O -1.418 0.791 -1.190  -0.790
7 C -2.752 -0.347 0.442  -1.411
8 O -1.612 -1.166 0.600  -0.374
9 C -1.601 -2.422 -0.056  -0.716
10 C -0.352 -2.553 -0.929  0.886
11 O 0.363 -1.568 -1.147  -0.707
12 N -0.051 -3.743 -1.441  0.100
13 C -0.750 -4.978 -1.173  -0.972
14 C 1.186 -3.888 -2.188  -1.033
15 H -5.606 1.501 -1.156  0.324
16 H -4.987 0.758 0.329  0.339
17 H -4.961 2.517 0.136  0.339
18 H -4.057 2.501 -2.759  0.361
19 H -3.335 3.533 -1.505  0.361
20 H -2.311 2.403 -2.417  0.233
21 H -2.884 0.157 1.407  0.475
22 H -3.636 -0.956 0.222  0.638
23 H -1.592 -3.195 0.724  0.442
24 H -2.492 -2.552 -0.683  0.496
25 H -1.794 -4.807 -0.930  0.372
26 H -0.704 -5.610 -2.060  0.314
27 H -0.267 -5.516 -0.354  0.320
28 H 1.575 -2.900 -2.426  0.288
29 H 1.921 -4.433 -1.593  0.359
30 H 1.007 -4.438 -3.110  0.337
31 Cl -0.061 0.646 3.181  -0.185
32 C 0.428 2.044 2.300  1.479
33 C 0.415 1.988 0.915  -1.661
34 C 0.774 3.143 0.235  1.536
35 Cl 0.723 3.143 -1.484  -0.166
36 C 1.178 4.304 0.895  -0.274
37 Cl 1.633 5.702 0.012  -0.177
38 C 1.217 4.314 2.288  0.524
39 Cl 1.766 5.710 3.121  -0.167
40 C 0.821 3.183 3.003  -0.245
41 Cl 0.827 3.205 4.719  -0.183
42 N 4.775 -1.058 2.395  -0.410
43 C 4.149 -0.535 1.329  0.276
44 C 2.735 -0.479 1.235  -0.386
45 N 2.159 -0.009 0.154  0.743
46 C 2.908 0.404 -0.864  -0.528
47 C 4.292 0.359 -0.760  -0.566
48 N 4.901 -0.092 0.318  -0.575
49 H 4.262 -1.283 3.227  0.206
50 H 5.779 -1.000 2.430  0.261
51 H 2.097 -0.822 2.037  0.348
52 H 2.405 0.759 -1.747  0.492
53 H 4.920 0.697 -1.572  0.383

Forces on the atoms, in the same order (eV/Å):
0.2395 0.4131 0.0462
-0.2995 -0.0382 0.1875
0.2580 -0.0708 -0.1103
0.2905 0.2080 -0.3169
-0.4064 -0.1155 0.1428
0.1599 -0.2179 0.0592
-0.0706 0.0421 0.1735
0.1610 -0.0009 -0.2022
-0.0158 -0.0590 0.1913
-0.1296 0.0138 0.0179
-0.1906 0.4085 0.2497
0.0952 0.1800 -0.1690
-0.1807 -0.2670 0.2169
0.3542 0.1423 -0.2124
0.0571 -0.0635 0.0619
-0.0238 -0.0275 0.0338
-0.0094 -0.0544 0.0402
-0.0026 -0.0249 0.0615
-0.0156 -0.0123 -0.0089
-0.1320 0.1080 0.0007
-0.1405 -0.0360 -0.1714
0.0602 0.1371 0.0805
-0.0622 0.0675 -0.2516
0.0830 -0.0414 0.0701
-0.0359 -0.0184 0.0050
-0.0701 0.0832 0.0286
-0.0796 -0.0397 0.0162
0.0154 -0.1780 0.0055
0.0110 0.0021 -0.0009
-0.0764 -0.0026 0.0297
-0.1629 -0.5047 0.2139
0.1417 0.4561 -0.3133
-0.2561 -0.2256 -0.1915
-0.0382 -0.0046 0.5722
0.0476 -0.0589 -0.5551
-0.0334 -0.1055 0.0025
0.0193 0.0509 -0.0213
0.0153 -0.0300 0.0380
-0.0431 0.0205 0.0180
-0.0040 -0.0080 -0.1122
0.0069 -0.0203 0.0410
0.0723 -0.1542 0.3577
-0.4995 0.2256 -0.6680
0.5285 -0.2089 0.4259
-0.0048 -0.1101 -0.0460
0.5430 0.0684 -0.3145
-0.5034 0.0535 -0.1322
0.2672 -0.2052 0.4176
0.1173 0.0154 0.0272
-0.0603 0.0097 0.0498
-0.0063 0.0378 0.0964
-0.0105 0.1059 -0.1062
0.0198 0.0544 -0.0753

=====

The following is a DFT calculation (ωB97M-V/def2-TZVPD) of a molecular structure, C27H25AuN6O6S2.

Computed properties:
Strongest force on any atom in Eh/bohr: 0.0109
M in g/mol: 790.63
Relative energy (zero: lowest compared OMol25 entry of this formula, charge and spin) in kcal/mol: 0.00
E in hartree: -2755.8867

Each line ends with the Mulliken charge.
Positions of all 67 atoms, in Å:
1 Au 0.170 -0.177 0.681  1.099
2 N 2.822 5.286 -4.019  -0.537
3 C 2.268 4.118 -3.540  1.030
4 C 2.682 3.588 -2.313  -0.844
5 C 2.159 2.397 -1.854  -0.336
6 C 1.220 1.718 -2.622  -0.264
7 C 0.804 2.224 -3.849  -0.527
8 C 1.325 3.417 -4.301  -0.721
9 S 0.521 0.228 -2.051  1.651
10 O 1.436 -0.266 -0.951  -0.910
11 O 0.332 -0.657 -3.151  -0.720
12 N -0.757 0.521 -1.125  -0.163
13 C -2.024 0.692 -1.634  0.053
14 N -3.023 0.489 -0.772  -0.356
15 C -4.248 0.675 -1.244  -0.114
16 C -4.501 1.043 -2.556  -0.800
17 C -3.388 1.225 -3.357  -0.096
18 N -2.148 1.064 -2.912  -0.346
19 H 3.263 5.891 -3.347  0.223
20 H 2.312 5.773 -4.736  0.222
21 H 3.423 4.114 -1.725  0.290
22 H 2.485 1.986 -0.908  0.513
23 H 0.074 1.679 -4.430  0.454
24 H 1.009 3.815 -5.258  0.282
25 H -5.058 0.518 -0.540  0.437
26 H -5.504 1.186 -2.927  0.401
27 H -3.487 1.519 -4.396  0.423
28 N 5.042 -2.909 5.444  -0.513
29 C 4.269 -2.480 4.709  -0.082
30 C 3.305 -1.940 3.788  0.523
31 C 2.999 -2.636 2.621  -0.776
32 C 2.073 -2.114 1.732  0.070
33 C 1.456 -0.905 2.024  -0.019
34 C 1.748 -0.209 3.188  -0.411
35 C 2.681 -0.728 4.072  -0.567
36 H 3.482 -3.581 2.414  0.444
37 H 1.827 -2.654 0.826  0.445
38 H 1.243 0.720 3.414  0.515
39 H 2.924 -0.199 4.984  0.452
40 C -3.455 -6.859 -4.667  -1.396
41 C -2.913 -6.133 -3.467  0.954
42 C -2.057 -6.762 -2.574  -0.808
43 C -1.563 -6.091 -1.463  -0.296
44 C -1.939 -4.778 -1.251  -0.301
45 C -2.792 -4.122 -2.132  -0.555
46 C -3.273 -4.803 -3.231  -0.849
47 S -1.277 -3.890 0.115  1.346
48 O -0.452 -4.791 0.871  -0.768
49 O -0.715 -2.657 -0.377  -0.112
50 N -2.611 -3.469 0.977  -0.286
51 C -2.679 -2.122 1.558  -0.290
52 C -1.685 -1.877 2.696  -0.012
53 C -1.628 -0.395 3.018  0.421
54 O -2.214 0.072 3.964  -0.660
55 O -0.959 0.407 2.193  -0.562
56 H -3.000 -7.842 -4.774  0.349
57 H -3.267 -6.294 -5.581  0.342
58 H -4.535 -6.993 -4.582  0.314
59 H -1.765 -7.791 -2.748  0.318
60 H -0.891 -6.574 -0.766  0.508
61 H -3.063 -3.089 -1.955  0.408
62 H -3.934 -4.299 -3.926  0.392
63 H -2.860 -4.217 1.615  0.340
64 H -3.700 -1.987 1.915  0.523
65 H -2.531 -1.405 0.752  -0.261
66 H -0.700 -2.246 2.407  0.024
67 H -1.992 -2.397 3.602  0.487

Forces on the atoms, in the same order (eV/Å):
0.1871 0.4265 0.3079
-0.0101 0.0043 0.0075
0.0059 -0.0027 0.0001
-0.0023 0.0014 -0.0002
-0.0451 0.0273 0.0125
0.0797 -0.0053 0.0243
0.0322 -0.0145 -0.0009
-0.0029 -0.0001 -0.0101
-0.3216 -0.0620 0.0093
0.0775 -0.1473 -0.0916
-0.0378 0.0239 -0.0360
0.1427 -0.1466 -0.1029
0.0136 0.0940 -0.0019
-0.0057 -0.0360 0.0220
-0.0155 0.0025 0.0072
0.0033 0.0000 0.0052
0.0016 0.0010 -0.0065
0.0030 0.0110 -0.0048
0.0037 -0.0012 -0.0020
0.0034 -0.0020 -0.0037
0.0003 -0.0009 0.0012
0.0043 -0.0010 -0.0015
-0.0008 0.0013 -0.0016
0.0009 0.0014 -0.0002
0.0017 -0.0019 -0.0019
0.0004 0.0021 -0.0014
0.0006 -0.0014 -0.0011
0.0003 0.0000 0.0004
-0.0004 0.0005 -0.0027
-0.0010 -0.0007 -0.0041
0.0028 -0.0007 0.0087
-0.0212 0.0038 -0.0601
-0.0007 0.0832 0.0394
0.0036 -0.0303 0.0206
-0.0057 0.0065 -0.0022
-0.0023 -0.0008 -0.0002
0.0027 0.0012 -0.0050
-0.0034 -0.0035 0.0013
0.0015 -0.0018 0.0001
0.0001 0.0025 0.0036
-0.0063 0.0014 -0.0004
0.0023 0.0010 0.0014
-0.0142 -0.0127 0.0091
0.0054 0.0275 -0.0157
0.0120 -0.0107 0.0004
0.0023 0.0019 -0.0019
0.0441 0.0000 -0.0185
-0.0303 -0.0056 -0.0132
-0.0103 0.0007 0.0101
0.0164 -0.0304 0.0670
-0.0112 -0.0101 -0.0402
0.0260 -0.0076 -0.0340
-0.0745 -0.0381 0.0544
0.0343 0.0189 -0.0182
-0.0480 -0.1983 -0.1194
-0.0003 -0.0005 -0.0001
0.0003 -0.0011 -0.0007
-0.0002 -0.0003 -0.0012
0.0007 0.0003 0.0010
0.0019 0.0003 -0.0030
0.0005 0.0040 -0.0049
0.0011 0.0002 -0.0006
-0.0100 0.0165 0.0086
0.0006 0.0109 0.0025
-0.0031 -0.0020 -0.0113
-0.0163 0.0152 0.0095
-0.0198 -0.0148 -0.0096